Entry from OMol25: C8H48B8Ca3O2 as an isolated structure at a distorted geometry (the ωB97M-V functional and the def2-TZVPD basis).

Calculated values
LUMO energy, eV: 2.936
Charge: -2
Energy relative to the best compared isomer or geometry (same formula, charge and spin), kcal/mol: 0.0

CARTESIAN COORDINATES (ANGSTROEM)
Ca1 2.5491 0.7019 1.8541
Ca2 0.7148 -3.9443 0.2930
Ca3 0.3908 -0.5895 -2.4532
B1 4.7304 1.1784 0.2448
H1 5.0379 2.1148 -0.4549
H2 5.6770 0.4646 0.4638
H3 4.3587 1.5677 1.2976
H4 3.8232 0.5528 -0.1799
B2 2.8910 -0.5623 -2.7802
H5 2.4169 -1.5041 -2.2694
H6 2.6920 0.3920 -2.1456
H7 4.0486 -0.6734 -3.0678
H8 2.2610 -0.3913 -3.7627
B3 1.4916 2.6960 0.8544
H9 1.6841 2.1072 -0.1384
H10 2.5402 2.9042 1.3410
H11 0.9252 3.7354 0.6278
H12 0.8095 2.0405 1.5583
B4 1.7195 -3.7917 2.6001
H13 2.6933 -4.3238 2.1128
H14 1.7795 -3.7388 3.7911
H15 1.4720 -2.7399 2.1293
H16 0.8109 -4.4418 2.2779
B5 0.0639 1.9301 -2.7659
H17 0.3795 2.9640 -3.2957
H18 -0.5282 1.2616 -3.5102
H19 1.0545 1.3880 -2.4889
H20 -0.5811 2.1157 -1.7608
B6 -0.3487 -3.0247 -1.8890
H21 -0.8873 -2.2347 -1.2454
H22 -0.7044 -4.1086 -1.5207
H23 -0.5515 -2.8821 -3.0321
H24 0.7347 -2.9946 -1.5643
B7 4.1505 -1.4530 2.2065
H25 3.8553 -1.3560 1.0749
H26 4.8157 -0.4922 2.5327
H27 3.1735 -1.4489 2.8589
H28 4.8174 -2.4351 2.4260
B8 0.8667 -0.7255 0.3204
H29 0.7126 -0.4143 1.4393
H30 0.1163 -0.0820 -0.3257
H31 1.9561 -0.5043 -0.0661
H32 0.6439 -1.8851 0.2147
C1 -2.5124 0.6777 2.7610
C2 -1.9894 2.1060 2.5805
C3 -3.1219 2.8824 3.2546
O1 -4.3212 2.1756 2.9530
C4 -4.0278 0.8161 2.6486
H33 -2.1710 0.4052 3.7669
H34 -2.0702 -0.0885 2.1237
H35 -1.8725 2.3563 1.5268
H36 -1.0520 2.2431 3.1110
H37 -3.1756 3.9007 2.8709
H38 -2.9593 2.9051 4.3396
H39 -4.3774 0.6034 1.6349
H40 -4.4957 0.1322 3.3634
C5 -4.0455 0.5132 -1.6970
C6 -3.9021 0.4708 -3.2214
C7 -2.8168 -0.5796 -3.4057
O2 -1.9167 -0.3838 -2.3330
C8 -2.6534 0.1236 -1.1932
H41 -4.8342 -0.1623 -1.3584
H42 -4.2673 1.5055 -1.3062
H43 -3.6096 1.4582 -3.5754
H44 -4.8238 0.1656 -3.7200
H45 -2.3220 -0.4253 -4.3645
H46 -3.2444 -1.5835 -3.2892
H47 -2.0862 1.0074 -0.8966
H48 -2.5881 -0.5982 -0.3768

Cartesian forces (eV/Å) of the 3 atoms listed first:
Ca 1.656 -0.754 -1.088
Ca 0.876 1.211 0.535
Ca 1.211 0.780 0.207

Results of the Löwdin charge analysis, in e, for atoms 1 through 6: 1.12, 1.35, 1.14, -0.48, -0.03, -0.03



Entry from OMol25: a 2-piece molecular cluster, C30H32BrFIN2O2S overall at a distorted geometry (the ωB97M-V functional and the def2-TZVPD basis).

Calculated values
LUMO energy, eV: -4.113
Charge: +1
Energy relative to the best compared isomer or geometry (same formula, charge and spin), kcal/mol: 0.0

CARTESIAN COORDINATES (ANGSTROEM)
C1 4.4033 5.7223 1.5676
C2 3.4191 5.0677 1.4004
C3 2.2790 4.2473 1.0392
C4 2.6591 2.7991 0.8251
C5 3.9452 2.3967 0.5358
C6 4.2639 1.0696 0.3481
C7 5.6876 0.6806 0.0752
Br1 6.1144 1.0325 -1.8079
C8 6.0531 -0.7535 0.4071
C9 6.1202 -0.9858 1.9384
C10 3.2574 0.1322 0.4165
C11 1.9470 0.4983 0.6663
C12 1.6663 1.8262 0.8892
S1 -0.0131 2.2725 1.2727
C13 -0.8687 1.1085 0.2394
C14 -0.3039 -0.1454 0.0722
C15 -0.9709 -1.0410 -0.7249
C16 -2.1528 -0.7176 -1.3510
C17 -2.8033 -1.7543 -2.2123
C18 -2.4215 -1.5876 -3.6518
O1 -1.6969 -0.7585 -4.0810
F1 -2.9361 -2.5070 -4.4604
C19 -2.7225 0.5294 -1.1816
C20 -4.0196 0.9119 -1.8417
C21 -5.1901 1.0258 -0.8857
C22 -6.3240 1.6960 -1.3008
C23 -7.4220 1.8059 -0.4773
C24 -7.4086 1.2420 0.7872
C25 -6.2737 0.5862 1.2298
C26 -6.2675 -0.0275 2.6050
C27 -5.1840 0.4894 0.3908
C28 -2.0664 1.4604 -0.3746
I1 -2.8351 3.3793 -0.0488
N1 0.9187 -0.4944 0.7267
O2 1.4042 -1.6951 0.2018
C29 1.2876 -2.8051 1.0874
C30 2.6391 -3.4992 1.1277
H1 5.3902 6.0440 1.7809
H2 1.8488 4.6291 0.1143
H3 1.5290 4.3456 1.8197
H4 4.7063 3.1608 0.4648
H5 6.3312 1.3193 0.6694
H6 7.0545 -0.9172 0.0186
H7 5.4292 -1.4839 -0.0989
H8 5.7332 -0.1026 2.4369
H9 5.5238 -1.8454 2.2258
H10 7.1438 -1.1687 2.2423
H11 3.5188 -0.8977 0.2626
H12 -0.5906 -2.0385 -0.8866
H13 -2.4480 -2.7491 -1.9350
H14 -3.8827 -1.7888 -2.0944
H15 -3.9198 1.8576 -2.3688
H16 -4.2998 0.1758 -2.5909
H17 -6.3648 2.1461 -2.2850
H18 -8.2922 2.3394 -0.8288
H19 -8.2779 1.3125 1.4204
H20 -6.5544 -1.0758 2.5878
H21 -5.3121 0.1158 3.1019
H22 -7.0066 0.4804 3.2194
H23 -4.2867 -0.0155 0.7315
H24 0.9544 -2.5171 2.0773
H25 0.5513 -3.4780 0.6323
H26 3.3395 -3.0715 1.8381
H27 2.5455 -4.5580 1.3553
H28 3.0971 -3.3964 0.1415
N2 1.7306 -3.8678 -2.2473
H29 1.5989 -3.7369 -3.2534
H30 1.3500 -3.0591 -1.7282
H31 1.2517 -4.7211 -1.9527
H32 2.7294 -3.9526 -2.0463

Cartesian forces (eV/Å) of the 3 atoms listed first:
C 0.535 -0.392 0.278
C -0.089 0.113 -0.403
C 0.180 0.034 0.129

Results of the Löwdin charge analysis, in e, for atoms 1 through 6: 0.13, -0.14, -0.17, -0.20, 0.01, -0.28



Entry from OMol25: a 2-piece molecular cluster, C11H12NO3 overall at a distorted geometry (the ωB97M-V functional and the def2-TZVPD basis).

Calculated values
LUMO energy, eV: 2.762
Charge: -1
Energy relative to the best compared isomer or geometry (same formula, charge and spin), kcal/mol: 111.9

CARTESIAN COORDINATES (ANGSTROEM)
C1 -3.1008 1.6705 -3.4484
C2 -1.9300 0.9364 -2.9928
N1 -0.7778 1.6610 -3.1217
O1 0.3663 1.1746 -2.9779
O2 -0.9827 2.8900 -3.3846
H1 -3.9772 1.0202 -3.4984
H2 -3.3116 2.5192 -2.7825
H3 -2.8848 2.0985 -4.4378
H4 -1.8602 -0.1489 -2.9924
C3 3.3220 -2.0346 2.9774
C4 2.7237 -2.4362 1.7755
C5 1.6173 -1.7399 1.2740
C6 1.0962 -0.6174 1.9390
C7 0.0011 0.2583 1.3397
C8 -0.8740 -0.2785 0.2682
C9 -1.7067 0.4844 -0.4820
O3 -0.1387 1.4116 1.7595
C10 1.6849 -0.2499 3.1625
C11 2.7944 -0.9366 3.6712
H5 4.1859 -2.5721 3.3715
H6 3.1244 -3.2866 1.2221
H7 1.1466 -2.0445 0.3394
H8 -0.8346 -1.3540 0.0968
H9 -2.5797 0.0149 -0.9482
H10 -1.6346 1.5716 -0.4553
H11 1.2797 0.5966 3.7172
H12 3.2510 -0.6085 4.6081

Cartesian forces (eV/Å) of the 3 atoms listed first:
C -1.026 0.215 -0.017
C 2.078 -0.370 -0.486
N -1.753 -0.424 -0.051

Results of the Löwdin charge analysis, in e, for atoms 1 through 6: -0.16, -0.26, -0.50, -0.11, -0.13, 0.06



Entry from OMol25: a 2-piece molecular cluster, C2H8O2 overall at a distorted geometry (the ωB97M-V functional and the def2-TZVPD basis).

Calculated values
LUMO energy, eV: 0.708
Energy relative to the best compared isomer or geometry (same formula, charge and spin), kcal/mol: 20.9

CARTESIAN COORDINATES (ANGSTROEM)
C1 2.0828 0.2472 -0.6161
O1 1.1216 -0.6963 -0.1266
H1 1.9934 0.3820 -1.7073
H2 1.9100 1.2137 -0.1647
H3 3.0742 -0.2062 -0.5503
H4 1.1756 -1.4483 -0.7371
C2 -2.2161 -0.0048 0.5683
O2 -1.1288 0.1832 1.4544
H5 -2.1316 -0.9789 0.0929
H6 -3.1734 0.1068 1.0798
H7 -2.2964 0.8085 -0.1650
H8 -0.4114 0.3931 0.8717

Cartesian forces (eV/Å) of the 3 atoms listed first:
C -0.041 -0.997 -1.383
O 0.196 0.128 -0.586
H -0.426 0.162 0.187

Results of the Löwdin charge analysis, in e, for atoms 1 through 6: -0.14, -0.13, 0.08, 0.08, 0.08, 0.09



Entry from OMol25: C41H45Br2KN4 as an isolated structure (the ωB97M-V functional and the def2-TZVPD basis).

Calculated values
LUMO energy, eV: -0.695
Energy relative to the best compared isomer or geometry (same formula, charge and spin), kcal/mol: 22.2

CARTESIAN COORDINATES (ANGSTROEM)
K1 0.1720 -0.0555 0.2422
Br1 -0.9698 -5.3762 4.3726
C1 -0.1506 -3.8887 3.5730
C2 -0.2688 -2.6383 4.1415
C3 0.3179 -1.5749 3.4681
N1 0.9935 -1.6947 2.3327
C4 1.1446 -2.9229 1.8211
C5 0.5721 -4.0472 2.3993
C6 1.9563 -3.0474 0.5417
C7 2.4274 -4.4049 0.1651
C8 2.9161 -4.6018 -1.0525
Br2 3.4753 -6.3094 -1.6084
C9 3.0178 -3.4899 -2.0296
C10 2.8932 -2.0862 -1.4020
N2 2.1893 -1.9936 -0.1232
H1 -0.8129 -2.4780 5.0608
H2 0.2216 -0.5709 3.8688
H3 0.6605 -5.0229 1.9490
H4 2.3765 -5.2085 0.8830
H5 3.9315 -3.5803 -2.6167
H6 3.8199 -1.5198 -1.2928
C11 -2.1050 2.8960 -3.2383
C12 -0.8065 3.3103 -3.9346
C13 -0.3920 2.2654 -4.9721
C14 0.2815 3.6975 -2.9457
C15 0.7827 4.9944 -2.9703
C16 1.7175 5.4334 -2.0462
C17 2.1445 4.5722 -1.0514
C18 1.6673 3.2680 -0.9788
C19 2.0220 2.3990 0.2169
C20 3.4855 2.4734 0.6393
C21 1.0980 2.7521 1.3927
C22 0.7567 2.8211 -1.9554
N3 0.2394 1.5091 -1.8674
C23 0.9699 0.5658 -2.3779
C24 0.7497 -0.8408 -2.3479
C25 1.9756 -1.6704 -2.5968
C26 1.8048 -3.1651 -2.9675
C27 0.4943 -3.7247 -2.5291
C28 -0.5239 -2.9694 -2.1297
C29 -0.4766 -1.4808 -2.0083
N4 -1.5324 -0.8287 -1.5708
C30 -2.7988 -1.4435 -1.5318
C31 -3.4620 -1.7915 -2.7219
C32 -4.7463 -2.3243 -2.6427
C33 -5.3829 -2.5036 -1.4302
C34 -4.7390 -2.1215 -0.2624
C35 -3.4609 -1.5806 -0.2923
C36 -2.8107 -1.0744 0.9850
C37 -3.0026 0.4418 1.1104
C38 -3.2812 -1.7837 2.2478
C39 -2.8681 -1.5235 -4.0941
C40 -3.6706 -0.4415 -4.8184
C41 -2.7778 -2.7865 -4.9483
H7 -2.8992 2.7793 -3.9794
H8 -2.4258 3.6525 -2.5191
H9 -1.9832 1.9504 -2.7087
H10 -1.0177 4.2342 -4.4847
H11 -0.2825 1.2781 -4.5267
H12 0.5493 2.5288 -5.4586
H13 -1.1610 2.1883 -5.7446
H14 0.4228 5.6732 -3.7357
H15 2.0925 6.4476 -2.0906
H16 2.8486 4.9249 -0.3070
H17 1.8235 1.3638 -0.0479
H18 3.7307 3.4473 1.0673
H19 4.1537 2.3039 -0.2056
H20 3.7004 1.7219 1.4017
H21 1.2816 3.7793 1.7143
H22 1.2664 2.1005 2.2559
H23 0.0425 2.7063 1.1064
H24 1.9239 0.8514 -2.8493
H25 2.6091 -1.1844 -3.3446
H26 1.9783 -3.4263 -4.0139
H27 0.3665 -4.8034 -2.5692
H28 -1.4554 -3.4436 -1.8462
H29 -5.2607 -2.5934 -3.5582
H30 -6.3811 -2.9203 -1.3912
H31 -5.2468 -2.2449 0.6850
H32 -1.7378 -1.2504 0.8875
H33 -4.0658 0.6813 1.1811
H34 -2.6101 0.9705 0.2385
H35 -2.5225 0.8359 2.0126
H36 -4.3279 -1.5637 2.4656
H37 -2.7055 -1.4462 3.1120
H38 -3.1775 -2.8676 2.1688
H39 -1.8602 -1.1336 -3.9586
H40 -4.6890 -0.7768 -5.0301
H41 -3.2002 -0.1907 -5.7721
H42 -3.7346 0.4689 -4.2215
H43 -3.7678 -3.2022 -5.1511
H44 -2.1833 -3.5614 -4.4637
H45 -2.3186 -2.5593 -5.9129

Cartesian forces (eV/Å) of the 3 atoms listed first:
K -0.231 0.169 0.819
Br -0.053 -0.093 0.056
C 0.083 0.062 -0.127

Results of the Löwdin charge analysis, in e, for atoms 1 through 6: 0.81, 0.79, -0.68, -0.11, -0.13, 0.07



Entry from OMol25: an isolated ion of composition C7H13N2O and charge +1 at a distorted geometry (the ωB97M-V functional and the def2-TZVPD basis).

Calculated values
LUMO energy, eV: -3.465
Charge: +1
Energy relative to the best compared isomer or geometry (same formula, charge and spin), kcal/mol: 99.8

CARTESIAN COORDINATES (ANGSTROEM)
C1 0.2672 3.3903 -1.4377
O1 0.4839 1.8749 -1.5780
C2 0.6067 1.1445 -0.4945
C3 1.6940 0.8173 0.1251
C4 1.8162 -0.4345 0.7977
C5 0.9014 -1.3560 0.9887
C6 -0.5527 -1.2369 0.4624
C7 -1.0312 -2.2088 -0.6109
N1 -1.3924 -1.4106 1.6207
N2 -0.8103 0.1582 0.0469
H1 1.2199 3.7613 -0.8178
H2 -0.6942 3.5189 -0.9820
H3 0.2129 3.8955 -2.3923
H4 2.6708 1.3926 -0.1503
H5 2.7828 -0.6405 1.3805
H6 0.9299 -2.2065 1.6205
H7 -2.0530 -2.1821 -0.9805
H8 -0.8757 -3.2025 -0.2884
H9 -0.3423 -2.1133 -1.4557
H10 -1.0361 -1.5020 2.5228
H11 -1.9955 -2.2182 1.4678
H12 -1.3628 0.6410 0.8432
H13 -1.4393 0.1173 -0.6883

Cartesian forces (eV/Å) of the 3 atoms listed first:
C 2.365 -0.720 1.693
O -1.179 1.359 0.184
C -2.208 -0.021 -0.968

Results of the Löwdin charge analysis, in e, for atoms 1 through 6: 0.05, -0.06, -0.18, -0.03, -0.08, 0.00



The lowest LUMO energy belongs to which entry? C30H32BrFIN2O2S



What is the LUMO energy in the third record? 2.762 eV